ORCA calculation (the ωB97M-V functional and the def2-TZVPD basis) on C49H31ClF9IN2NiOPSeSi as an isolated structure in a non-equilibrium geometry.

Structure (XYZ):
```
98
C49H31ClF9IN2NiOPSeSi the ωB97M-V functional and the def2-TZVPD basis
Ni 0.69735 0.21107 0.23087
Cl -3.48974 -4.20506 3.37768
C -2.45467 -3.40290 2.23018
C -2.14019 -4.03467 1.05402
C -1.31493 -3.40894 0.12295
I -0.90581 -4.34931 -1.70718
C -0.74625 -2.14481 0.32470
O 0.01395 -1.55260 -0.52433
C -1.08367 -1.51096 1.57706
N -0.51916 -0.29544 1.79864
C -0.80476 0.35755 2.90363
C -1.69782 -0.14206 3.85870
C -2.26146 -1.37687 3.67921
C -1.95028 -2.11856 2.51906
H -2.53519 -5.02105 0.85404
H -0.30928 1.31358 3.04558
H -1.92833 0.45299 4.73207
H -2.94409 -1.79313 4.40657
Se 1.44454 4.04760 2.73493
C 1.32011 2.85783 1.46057
N 1.24052 2.03687 0.62821
C 1.87377 -3.84611 4.41212
C 2.47134 -4.31170 3.25046
C 2.73601 -3.44131 2.20009
C 2.42090 -2.08260 2.28356
C 1.86770 -1.62941 3.48398
C 1.58253 -2.49405 4.52959
Si 2.69824 -0.82633 0.84348
C 4.20661 0.18537 1.46955
C 5.11465 -0.40597 2.35241
C 6.22793 0.28525 2.80950
C 6.44792 1.59475 2.40539
C 5.55470 2.20150 1.53537
C 4.45078 1.49883 1.06902
C 3.38437 -1.85690 -0.62353
C 2.72650 -3.01519 -1.04702
C 3.22480 -3.79473 -2.07927
C 4.39347 -3.42012 -2.72997
C 5.04736 -2.25926 -2.34381
C 4.54658 -1.48697 -1.30391
H 1.64892 -4.52678 5.22437
H 2.73549 -5.35971 3.16291
H 3.20381 -3.82708 1.30392
H 1.66840 -0.57054 3.60457
H 1.13027 -2.11276 5.43850
H 4.94201 -1.42181 2.69033
H 6.92358 -0.19376 3.48939
H 7.31047 2.14085 2.76892
H 5.70348 3.22994 1.22837
H 3.76298 1.99119 0.39309
H 1.80154 -3.30358 -0.56406
H 2.69790 -4.69355 -2.37908
H 4.78727 -4.02744 -3.53647
H 5.95708 -1.95798 -2.85139
H 5.07037 -0.58413 -1.00654
F 0.67319 2.15837 -7.46946
C -0.52106 2.51577 -6.96774
F -1.46503 1.91385 -7.72543
F -0.65774 3.84525 -7.17879
C -0.67195 2.17216 -5.51848
C 0.33862 1.53334 -4.82145
C 0.15854 1.24418 -3.47506
C -1.02294 1.59085 -2.83210
C -2.03805 2.22593 -3.54959
C -1.86392 2.51995 -4.88647
P -1.22711 1.15881 -1.06234
C -1.80367 2.73828 -0.34932
C -1.41932 3.96323 -0.89086
C -1.72444 5.14828 -0.24487
C -2.41515 5.11966 0.95601
C -2.79511 3.91154 1.51769
C -2.47535 2.72964 0.87430
C -2.75140 6.40369 1.64770
F -2.87061 6.25819 2.97894
F -3.94377 6.89783 1.20890
F -1.84011 7.36506 1.42454
C -2.75888 0.16657 -1.22743
C -4.01841 0.54036 -0.76207
C -5.08494 -0.33835 -0.84541
C -4.90489 -1.59703 -1.40099
C -3.66917 -1.96487 -1.91639
C -2.60832 -1.08331 -1.83209
C -6.05231 -2.55644 -1.40526
F -5.88804 -3.55669 -2.28960
F -6.23063 -3.12981 -0.19447
F -7.22090 -1.94477 -1.71120
H 1.25709 1.26525 -5.32500
H 0.94037 0.74478 -2.91421
H -2.96378 2.48883 -3.05223
H -2.64505 3.01493 -5.44965
H -0.87081 3.99332 -1.82265
H -1.41218 6.09508 -0.66407
H -3.31907 3.89642 2.46385
H -2.74665 1.78811 1.33385
H -4.17872 1.52237 -0.34155
H -6.06254 -0.04779 -0.48245
H -3.53928 -2.93838 -2.37031
H -1.63707 -1.37150 -2.21776
```

Summary:
Kohn-Sham gap (alpha / beta) = 5.952 / 6.960 eV
⟨S²⟩ = 2.01
LUMO energy (alpha / beta) = 1.9 / 1.9 eV
spin multiplicity = 3
charge = -1
HOMO energy (alpha / beta) = -0.14970 / -0.18713 hartree

Here are the Löwdin charges for atoms 1 to 6, given in e:
1. Ni 0.28
2. Cl 0.66
3. C -0.62
4. C -0.17
5. C -0.60
6. I 0.98